[1]
The following is a quantum chemistry calculation of C15H17N3O9P2RuS as an isolated structure in a non-equilibrium geometry, from OMol25.

Last column: Löwdin spin population.
Cartesian coordinates (Å):
1 Ru 0.35001 -0.97180 0.10493  2.69
2 C -1.54597 -2.47528 3.73307  0.04
3 C -0.98790 -1.53370 2.65169  0.28
4 O -0.11393 -2.01368 1.82222  0.29
5 C -1.42562 -0.24189 2.70052  0.14
6 C -1.00100 0.82123 1.92666  0.30
7 C -1.57310 2.17253 2.20072  0.04
8 N -0.21324 0.71688 0.81100  0.32
9 N 0.24789 1.77110 0.15438  0.06
10 C 0.42368 1.52700 -1.16770  0.17
11 O 0.49107 0.30569 -1.59814  0.22
12 C 0.23278 2.62888 -2.14732  0.02
13 C -0.01250 3.85848 -1.68552  0.03
14 C -0.01683 4.94915 -2.56439  0.00
15 C 0.31397 4.68363 -3.89625  0.03
16 C 0.66888 3.42883 -4.33495  0.00
17 C 0.51673 2.37680 -3.46423  0.03
18 H -1.47854 -3.58549 3.48160  0.00
19 H -2.59820 -2.17443 3.78077  0.01
20 H -1.00769 -2.28750 4.66152  0.01
21 H -2.10002 -0.09143 3.57307  0.00
22 H -2.62204 2.15300 1.88917  0.02
23 H -1.03247 3.05201 1.72954  0.00
24 H -1.51586 2.31409 3.27518  0.01
25 H -0.49175 3.98841 -0.70327  0.00
26 H -0.25223 5.94507 -2.18542  0.00
27 H 0.22228 5.56113 -4.57054  0.00
28 H 0.86202 3.27967 -5.41314  0.00
29 H 0.72389 1.33588 -3.66299  0.00
30 O -3.31791 -2.68662 -1.45796  0.01
31 P -2.32767 -2.66703 -0.18167  0.01
32 O -3.05537 -2.85974 1.09789  0.01
33 O -1.68721 -1.25195 -0.42593  0.12
34 O -1.31849 -3.96646 -0.44281  0.00
35 P 0.25622 -4.02627 -1.08394  0.01
36 O -0.28723 -4.33944 -2.59594  0.00
37 O 1.08904 -5.09825 -0.50027  0.00
38 O 0.76420 -2.53931 -1.04130  0.05
39 H -3.04037 -2.25695 -2.28410  0.00
40 H -0.06665 -5.26978 -3.04553  0.00
41 S 4.62154 -1.66807 1.82797  0.01
42 C 4.27238 0.10353 1.86164  0.00
43 C 3.00914 0.37659 1.37428  0.01
44 N 2.39296 -0.79847 0.86094  0.05
45 C 3.17683 -1.86275 0.92516  0.02
46 H 5.01816 0.83495 2.23412  0.00
47 H 2.51809 1.30830 1.33764  0.00
48 H 2.91802 -2.82654 0.43764  0.00

Atoms 1-6, force components in eV/Å:
-1.850 -0.269 -1.455
0.096 -0.617 -1.271
-0.156 -2.365 1.013
0.530 -0.015 0.191
0.108 0.840 0.562
-0.820 1.601 1.465

Values from the calculation:
HOMO (alpha / beta) (eV): -1.638 / -5.349
Spin multiplicity: 6
Energy above the lowest of the compared OMol25 structures with the same formula, charge and spin (kJ/mol): 92.0
Total charge: -1

=====

[2]
The following is a quantum chemistry calculation of C16H20AgIN5O9P2 as an isolated structure, from OMol25.

Last column: Mulliken charge in e.
Cartesian coordinates (Å):
1 Ag -0.07546 -0.41828 0.15684  0.50
2 O 3.29141 -0.40628 -2.80524  -0.70
3 C 2.82873 -0.11441 -1.70403  -0.22
4 N 1.96624 -0.87052 -0.99080  0.15
5 C 2.01420 -2.21541 -1.07285  0.22
6 O 3.01254 -2.92469 -1.13110  -0.73
7 C 0.66062 -2.91091 -1.07110  0.79
8 C 0.60564 -4.26994 -0.79165  -0.36
9 C -0.60303 -4.93278 -0.91929  -0.51
10 C -1.70577 -4.21966 -1.35955  -0.27
11 C -1.55435 -2.86863 -1.63122  -0.49
12 N -0.40885 -2.21233 -1.46915  -0.43
13 C 3.22711 1.24537 -1.15712  0.66
14 C 3.58805 2.22828 -2.08063  -0.57
15 C 4.05725 3.44611 -1.62888  -0.31
16 C 4.16602 3.64708 -0.25906  -0.58
17 C 3.80045 2.60545 0.57755  -0.22
18 N 3.34002 1.43730 0.14972  -0.12
19 H 1.51899 -4.76919 -0.49962  0.48
20 H -0.68054 -5.98959 -0.69350  0.39
21 H -2.67136 -4.69077 -1.47737  0.38
22 H -2.39010 -2.28290 -1.99251  0.31
23 H 3.50123 2.00102 -3.13367  0.43
24 H 4.35208 4.22165 -2.32550  0.40
25 H 4.53681 4.57863 0.14879  0.37
26 H 3.89119 2.71431 1.65660  0.37
27 N -4.72242 -0.40015 1.90322  -0.47
28 C -3.49370 -0.89425 2.66356  0.78
29 C -3.87188 -1.93019 3.70261  -1.85
30 P -2.64055 -1.68591 1.17701  1.13
31 O -1.21523 -2.25422 1.67768  -0.40
32 O -3.59597 -2.79276 0.87635  -0.82
33 O -2.44764 -0.58150 0.19024  -0.82
34 P -2.89411 0.65490 3.47923  1.03
35 O -4.42578 1.01234 4.10656  -0.68
36 O -1.99988 0.38120 4.63211  -0.87
37 O -2.57531 1.68065 2.45919  -0.84
38 H -5.15904 -1.20420 1.43928  0.32
39 H -4.32694 0.20977 1.16409  0.30
40 H -5.34121 0.13087 2.51932  0.38
41 H -4.23840 -2.84070 3.22462  0.42
42 H -4.62365 -1.54498 4.39386  0.40
43 H -2.97756 -2.16629 4.27891  0.40
44 H -1.31605 -3.10705 2.12257  0.28
45 H -4.27155 1.46226 4.94834  0.33
46 N -0.02035 3.63494 2.06935  -0.47
47 C 0.30549 2.33172 1.80404  0.69
48 O 0.28567 1.89776 0.67125  -0.52
49 C 0.76003 1.59101 3.04265  -1.23
50 I 1.60615 -0.33406 2.68196  0.04
51 H -0.57310 4.06708 1.34662  0.27
52 H -0.30750 3.85010 3.00902  0.24
53 H -0.09753 1.40914 3.69023  0.48
54 H 1.50231 2.17215 3.58458  0.55

Atoms 1-6, force components in eV/Å:
0.538 0.635 -0.357
0.070 0.085 0.047
-0.071 -0.420 -0.136
0.021 0.234 0.161
0.244 0.171 -0.189
-0.085 -0.064 0.043

Values from the calculation:
HOMO (eV): -5.127
Spin multiplicity: 1
Energy above the lowest of the compared OMol25 structures with the same formula, charge and spin (kJ/mol): 89.8
Total charge: -1

=====

[3]
The following is a quantum chemistry calculation of a 8-piece molecular cluster, C33H85N3O11 overall in a non-equilibrium geometry, from OMol25.

Last column: Löwdin spin population.
Cartesian coordinates (Å):
1 C 15.44964 9.69112 4.60347  0.00
2 O 14.35173 9.10254 5.36620  0.00
3 C 14.41283 9.36871 6.79702  0.00
4 C 13.07738 8.63737 7.30916  0.00
5 N 13.13480 7.15876 7.26887  0.00
6 C 11.75281 6.53112 7.52483  0.01
7 C 11.92258 5.00157 7.45192  0.02
8 O 12.15686 4.59505 6.16069  0.03
9 C 12.35217 3.17229 6.03700  0.09
10 H 16.41239 9.46058 5.05960  0.00
11 H 15.26632 10.76536 4.62603  0.00
12 H 15.34734 9.30874 3.58788  0.00
13 H 14.32231 10.45260 6.86831  0.00
14 H 15.32239 9.05237 7.30763  0.00
15 H 12.21146 8.95609 6.72891  0.00
16 H 12.95423 8.99025 8.33308  0.00
17 H 13.50358 6.93918 6.35461  0.00
18 H 10.94249 6.82779 6.85889  0.00
19 H 11.35076 6.67064 8.52831  0.00
20 H 11.01791 4.52754 7.83270  0.01
21 H 12.71254 4.68342 8.13225  0.01
22 H 11.60323 2.64424 6.62721  0.05
23 H 13.33507 2.82771 6.35837  0.01
24 H 12.25990 2.76623 5.02968  0.02
25 C 9.80643 11.11272 7.80102  0.01
26 O 9.91981 10.00168 6.97121  0.00
27 C 9.06005 9.98461 5.82467  0.00
28 C 9.15558 8.71818 4.96236  0.01
29 N 10.54492 8.56387 4.45335  0.00
30 C 10.79135 7.39839 3.63399  0.00
31 C 12.24612 7.17042 3.28040  0.00
32 O 12.42191 6.01448 2.38168  0.00
33 C 11.86966 4.74463 2.73228  0.01
34 H 10.40563 10.90904 8.68847  0.00
35 H 8.76331 11.10417 8.11714  0.00
36 H 10.02661 12.07302 7.33470  0.00
37 H 9.19112 10.84711 5.17120  0.00
38 H 8.05779 10.07157 6.24421  0.00
39 H 8.38124 8.73401 4.19539  0.00
40 H 8.90568 7.79361 5.48278  0.01
41 H 11.31434 9.01019 4.93177  0.00
42 H 10.30976 7.28019 2.66332  0.00
43 H 10.50557 6.52711 4.22332  0.00
44 H 12.83091 7.00366 4.18500  0.00
45 H 12.69497 8.03481 2.79105  0.00
46 H 12.23924 4.06391 1.96538  0.00
47 H 10.78069 4.78425 2.70629  0.01
48 H 12.30498 4.41047 3.67405  0.00
49 C 13.70786 4.41373 11.93817  0.05
50 O 13.57068 5.82524 12.06715  0.01
51 C 14.06688 6.57373 10.95759  0.01
52 C 13.55431 8.08666 10.90496  0.00
53 N 13.40132 8.70420 12.17147  0.00
54 C 12.82655 10.05928 12.18671  0.00
55 C 11.35528 9.94613 11.73168  0.00
56 O 10.69057 8.97568 12.50540  0.00
57 C 9.43314 8.65202 11.96614  0.01
58 H 14.79516 4.34407 11.97019  0.01
59 H 13.54264 3.95264 10.96441  0.02
60 H 13.36017 3.84749 12.80221  0.01
61 H 13.81731 6.03099 10.04586  0.00
62 H 15.15214 6.65579 11.01750  0.00
63 H 12.59029 8.09076 10.39629  0.00
64 H 14.17390 8.63725 10.19710  0.00
65 H 12.94336 8.11798 12.85463  0.00
66 H 13.47840 10.69937 11.59217  0.00
67 H 12.78158 10.58130 13.14252  0.00
68 H 11.30118 9.68816 10.67403  0.00
69 H 10.68284 10.80390 11.71963  0.00
70 H 8.87421 7.96192 12.59818  0.00
71 H 9.60850 8.14870 11.01535  0.00
72 H 8.87128 9.49742 11.56902  0.00
73 C 10.83780 12.45226 2.74360  0.00
74 C 12.06225 13.25375 3.22658  0.00
75 C 13.38594 12.74917 2.60307  0.00
76 O 11.90302 14.67070 3.10274  0.00
77 H 10.79750 12.41666 1.65492  0.00
78 H 9.89669 12.80713 3.16369  0.00
79 H 10.90398 11.43324 3.12479  0.00
80 H 12.14363 13.03206 4.29069  0.00
81 H 14.19819 13.10885 3.23473  0.00
82 H 13.50862 13.15778 1.60004  0.00
83 H 13.51105 11.66642 2.59288  0.00
84 H 11.44045 14.82640 2.27607  0.00
85 C 17.06917 12.46362 7.01888  0.01
86 C 18.15928 11.38955 7.04151  0.00
87 C 18.98062 11.37622 5.75420  0.00
88 O 18.88254 11.42541 8.20379  0.01
89 H 17.53761 13.44765 7.00056  0.00
90 H 16.48403 12.36674 7.93339  0.00
91 H 16.46597 12.32256 6.12202  0.00
92 H 17.63278 10.44190 7.15489  0.00
93 H 19.62936 10.51044 5.88708  0.00
94 H 19.56092 12.29604 5.68143  0.00
95 H 18.57497 11.20464 4.75715  0.00
96 H 19.53102 10.71795 8.18010  0.00
97 C 15.64566 1.28762 7.88847  0.09
98 C 16.28612 2.61913 7.65857  0.01
99 C 16.48579 3.48523 9.02421  0.03
100 O 17.43877 2.42093 6.92788  0.01
101 H 15.65313 0.69422 6.97419  0.02
102 H 14.57920 1.20978 8.09995  0.04
103 H 16.10482 0.76049 8.72477  0.01
104 H 15.53418 3.07043 7.01126  0.00
105 H 17.12789 3.04169 9.78519  0.01
106 H 15.59276 3.70966 9.60749  0.00
107 H 16.94999 4.40173 8.65999  0.00
108 H 17.90292 1.66944 7.30396  0.00
109 C 8.26296 2.33163 10.70573  0.08
110 C 8.49258 3.78882 11.05597  0.02
111 C 8.16689 4.80952 9.92552  0.04
112 O 7.67859 4.03557 12.22476  0.01
113 H 8.49812 1.58062 11.45991  0.01
114 H 8.89548 2.08710 9.85237  0.04
115 H 7.25806 2.21492 10.29997  0.01
116 H 9.57695 3.78787 11.16661  0.01
117 H 7.22913 4.72743 9.37599  0.01
118 H 8.97633 4.84795 9.19652  0.01
119 H 8.23928 5.81534 10.33927  0.00
120 H 7.00062 3.36020 12.30117  0.00
121 C 15.77850 5.32143 4.73358  0.00
122 C 15.66078 4.01510 3.81778  0.01
123 C 15.52251 4.36114 2.33511  0.00
124 O 16.84521 3.31956 3.98968  0.01
125 H 16.57690 5.90151 4.27079  0.00
126 H 16.00672 5.06009 5.76688  0.00
127 H 14.89286 5.95601 4.76600  0.00
128 H 14.89185 3.38186 4.26032  0.00
129 H 14.57953 4.89761 2.22976  0.00
130 H 15.38766 3.37788 1.88444  0.00
131 H 16.40888 4.86223 1.94606  0.00
132 H 16.81386 2.99228 4.89162  0.00

Atoms 1-6, force components in eV/Å:
-1.654 -0.327 1.064
1.627 -0.178 0.089
-2.682 -0.923 -1.485
1.445 0.331 0.182
-1.330 0.793 1.083
1.885 -1.196 -0.564

Values from the calculation:
HOMO (alpha / beta) (eV): 0.647 / -6.355
Spin multiplicity: 2
Energy above the lowest of the compared OMol25 structures with the same formula, charge and spin (kJ/mol): 141.2
Total charge: -1